This record from OMol25 describes 2 unconnected molecules or ions with the total composition C23H34NO2Si2 in a non-equilibrium geometry. The level of theory is the ωB97M-V functional and the def2-TZVPD basis.

Calculated values
- Kohn-Sham gap (eV) = 5.372
- E (eV) = -45740.563
- net charge = +1
- max |F| (eV Å⁻¹) = 2.62
- HOMO level (eV) = -10.2

The geometry in XYZ format:
```
62
C23H34NO2Si2 the ωB97M-V functional and the def2-TZVPD basis
C 2.640 -3.450 -1.162
Si 1.020 -2.954 -0.386
C -0.445 -3.328 -1.470
C 0.773 -3.599 1.342
O 1.062 -1.220 -0.327
C 1.985 -0.530 0.376
C 1.808 -0.167 1.671
C 2.899 0.448 2.420
O 3.116 -0.194 -0.252
Si 3.223 0.760 -1.697
C 5.018 0.705 -2.186
C 2.142 -0.024 -2.992
C 2.668 2.451 -1.151
H 2.679 -4.549 -1.234
H 2.759 -3.046 -2.177
H 3.506 -3.123 -0.569
H -0.545 -4.418 -1.592
H -1.381 -2.945 -1.039
H -0.333 -2.887 -2.470
H 0.740 -4.700 1.307
H 1.581 -3.312 2.028
H -0.176 -3.251 1.774
H 0.873 -0.424 2.147
H 2.533 0.704 3.418
H 3.754 -0.231 2.546
H 3.271 1.371 1.956
H 5.165 1.328 -3.083
H 5.671 1.093 -1.393
H 5.352 -0.314 -2.426
H 2.212 0.607 -3.894
H 2.470 -1.037 -3.267
H 1.085 -0.073 -2.694
H 2.716 3.132 -2.016
H 1.637 2.460 -0.769
H 3.324 2.853 -0.364
C -0.790 2.511 2.984
C -1.548 1.299 2.670
N -2.293 1.171 1.583
C -3.065 0.019 1.293
C -3.209 -1.128 2.049
C -4.052 -2.129 1.531
C -4.718 -1.956 0.301
C -4.563 -0.782 -0.447
C -3.729 0.214 0.063
C -3.364 1.516 -0.426
C -2.477 2.102 0.515
C -1.958 3.369 0.323
C -2.328 4.054 -0.848
C -3.204 3.479 -1.787
C -3.734 2.198 -1.583
H -0.341 2.314 3.966
H 0.022 2.718 2.271
H -1.418 3.410 3.068
H -1.613 0.498 3.402
H -2.690 -1.224 3.002
H -4.194 -3.049 2.096
H -5.368 -2.751 -0.070
H -5.063 -0.614 -1.401
H -1.294 3.819 1.054
H -1.922 5.052 -1.016
H -3.471 4.043 -2.682
H -4.415 1.713 -2.284
```

Atomic partial charges in e from the Mulliken method, atoms 1 to 5:
1 C -1.012
2 Si 0.289
3 C -0.880
4 C -0.993
5 O -0.227